85
Properties=species:S:1:pos:R:3:mulliken_spin:R:1 method="wB97M-V/def2-TZVPD" homo_lumo_gap_ev="4.26 / 3.35" charge=+2 e_above_lowest_kj_mol=0.0 e_lumo_ev="-8.126 / -9.040" spin_multiplicity=4 homo_energy_ev="-12.388 / -12.388"
Re 0.40 -0.14 3.23 1.3431
C -0.98 1.58 2.93 0.4066
C -1.32 0.38 2.16 -0.1333
C -1.12 0.47 0.65 0.0707
C 0.27 0.09 0.14 -0.0098
C 1.19 -0.19 1.33 -0.0231
C 1.70 0.96 2.11 -0.0220
C 1.25 2.38 1.85 0.0223
C -0.17 2.73 2.41 -0.0163
C 1.77 -1.57 3.78 0.1113
H -1.74 1.84 3.68 -0.0157
H -2.22 -0.17 2.47 0.0137
H -1.27 1.53 0.45 0.0025
H -1.90 -0.11 0.14 -0.0020
H 0.23 -0.80 -0.50 -0.0050
H 0.70 0.88 -0.49 -0.0003
H 1.88 -1.02 1.18 0.0211
H 2.76 0.85 2.38 0.0154
H 1.31 2.62 0.78 -0.0070
H 1.98 3.03 2.35 0.0022
H -0.03 3.43 3.24 0.0039
H -0.73 3.30 1.65 0.0452
H 2.31 -1.23 4.68 0.0177
H 2.46 -1.95 3.01 0.0100
H 1.04 -2.35 4.08 0.0163
P 1.74 -0.97 -3.32 -0.0069
P -1.81 -0.62 -3.01 0.0018
N 3.14 0.02 -3.68 -0.0043
N 2.29 -2.30 -4.49 -0.0404
N -1.91 1.16 -3.19 0.0003
N -3.39 -0.93 -3.70 0.0001
C 0.59 -0.14 -4.52 0.0021
C -0.79 -0.84 -4.57 -0.0002
C 3.95 0.55 -2.65 0.0177
C 4.93 1.34 -3.22 -0.0004
C 4.75 1.30 -4.64 0.0121
C 3.63 0.51 -4.89 0.0082
C 2.42 -3.64 -4.13 0.3463
C 2.88 -4.37 -5.23 0.1664
C 3.03 -3.45 -6.31 0.0899
C 2.61 -2.21 -5.84 0.3438
C -1.59 1.96 -2.09 -0.0167
C -1.70 3.30 -2.43 -0.0001
C -2.01 3.34 -3.82 0.0001
C -2.07 2.03 -4.27 0.0000
C -4.12 -0.24 -4.68 0.0001
C -5.08 -1.08 -5.22 0.0000
C -5.00 -2.33 -4.52 0.0000
C -3.98 -2.21 -3.58 -0.0001
H 1.03 -0.13 -5.53 -0.0019
H 0.47 0.91 -4.21 0.0004
H -1.37 -0.49 -5.44 0.0004
H -0.65 -1.93 -4.71 0.0022
H 3.72 0.30 -1.62 0.0002
H 5.69 1.91 -2.70 0.0001
H 5.35 1.78 -5.41 0.0004
H 3.17 0.29 -5.84 -0.0060
H 2.18 -3.97 -3.12 0.0089
H 3.09 -5.43 -5.27 -0.0003
H 3.39 -3.64 -7.31 -0.0006
H 2.49 -1.30 -6.41 0.0615
H -1.28 1.50 -1.18 0.0096
H -1.57 4.12 -1.73 0.0004
H -2.15 4.23 -4.43 -0.0001
H -2.23 1.64 -5.27 -0.0001
H -3.94 0.80 -4.91 -0.0001
H -5.75 -0.82 -6.04 0.0000
H -5.61 -3.20 -4.70 0.0000
H -3.62 -2.91 -2.84 0.0000
O -1.17 -1.27 5.05 0.0125
C -0.61 -0.39 5.72 0.0228
O 0.22 0.47 5.19 0.0944
C -0.79 -0.23 7.21 -0.0049
C -0.83 1.07 7.73 0.0089
C -1.01 1.27 9.10 -0.0041
C -1.10 0.14 9.94 0.0083
C -1.13 -1.17 9.41 -0.0035
C -0.98 -1.35 8.04 0.0043
N -1.10 0.33 11.37 -0.0009
O -1.11 1.51 11.82 0.0009
O -1.08 -0.68 12.11 0.0012
H -0.70 1.92 7.05 -0.0018
H -1.04 2.28 9.51 0.0000
H -1.26 -1.99 10.12 -0.0001
H -1.00 -2.36 7.64 0.0000